# 1
A structure of composition C54H35CuI4N4O2, computed with the ωB97M-V functional and the def2-TZVPD basis.

## Properties
Kohn-Sham gap (alpha / beta)   5.51 / 5.51 eV
Multiplicity   2
LUMO energy (alpha / beta)   0.80 / 0.81 eV
Total charge   -1
Expectation value of S²   0.75
Total energy   -143664.651 eV
Max |F|   0.0813 hartree/bohr

Structure (XYZ):
```
100
Properties=species:S:1:pos:R:3:lowdin_charge:R:1
I -6.35 -5.41 5.12 0.853
I -8.08 5.98 -2.08 0.854
I 7.57 -2.58 5.66 0.790
I 5.87 4.76 -5.67 0.813
Cu -0.30 0.68 0.78 0.670
O -1.19 -1.28 -0.54 -0.040
O -0.77 -3.44 0.03 0.002
N -0.01 -0.42 2.44 0.078
N -2.28 0.91 1.25 0.082
N 1.71 0.95 0.63 0.096
N -0.67 1.98 -0.70 0.075
C -4.15 4.64 -0.82 0.022
C 3.00 -2.72 -5.02 -0.076
C 3.93 2.72 -4.51 -0.144
C -5.03 -3.99 4.45 -0.790
C 3.23 4.22 -2.27 -0.052
C -4.35 0.20 1.85 0.020
C 4.55 -1.78 2.58 -0.031
C -3.05 2.43 -0.57 -0.103
C 2.16 -3.26 -0.26 -0.041
C 1.66 -2.88 -1.59 -0.242
C -4.27 -1.70 4.41 -0.031
C 2.44 -0.47 2.49 -0.052
C -1.01 -1.15 3.05 -0.181
C -3.24 1.63 0.57 -0.190
C 0.95 -2.04 3.79 -0.002
C -1.63 3.08 -2.49 0.019
C 1.79 2.35 -1.37 -0.084
C -2.40 -0.95 2.92 -0.051
C -5.23 2.64 -1.60 -0.026
C 3.60 -1.05 3.22 -0.216
C -3.38 -3.22 2.73 0.025
C -4.12 3.27 -1.03 -0.243
C 0.41 2.40 -1.57 -0.131
C -1.81 2.59 -1.13 -0.243
C -4.54 1.22 0.98 0.004
C 5.90 -1.89 4.54 -0.705
C -0.61 -2.38 -0.58 -0.665
C 3.99 4.78 -3.29 -0.157
C 1.18 -0.98 2.81 -0.231
C 3.69 1.87 0.05 0.023
C 5.78 -2.19 3.17 -0.095
C -2.91 0.05 2.04 -0.225
C 2.08 -2.52 -3.86 -0.295
C -0.29 2.94 -2.76 0.012
C -0.13 -2.17 -3.09 -0.195
C -5.32 5.45 -1.19 -0.143
C -4.17 -4.23 3.32 -0.108
C 3.82 -0.85 4.59 -0.014
C 0.78 -2.09 -4.10 -0.032
C 4.39 4.03 -4.37 -0.735
C -6.40 3.41 -1.93 -0.113
C 3.11 2.17 -3.51 0.020
C 2.53 -2.93 -2.63 -0.028
C 2.67 2.99 -2.38 -0.200
C -3.36 -1.99 3.41 -0.225
C -1.59 -1.88 -3.36 -0.027
C -0.39 -2.12 4.00 0.020
C 2.32 1.68 -0.28 -0.296
C 3.94 1.08 1.19 0.011
C 2.70 0.50 1.48 -0.224
C 4.94 -1.26 5.28 -0.171
C -5.18 -2.71 4.90 -0.169
C 0.36 -2.48 -1.79 -0.033
C -6.48 4.78 -1.60 -0.789
H -2.19 -2.67 -3.16 0.041
H 4.33 5.78 -3.16 0.085
H 1.82 -2.55 0.45 0.051
H -5.25 6.53 -0.97 0.088
H 5.10 -1.16 6.32 0.065
H 4.41 2.44 -0.59 0.125
H 3.56 -3.28 -2.43 0.125
H 0.57 -1.80 -5.14 0.112
H 3.38 -3.70 -5.26 0.073
H 0.24 3.16 -3.68 0.100
H 2.73 1.19 -3.59 0.104
H -2.72 -3.46 1.92 0.109
H 4.47 -2.06 1.51 0.123
H -0.82 -2.94 4.55 0.109
H -5.26 1.60 -1.90 0.129
H 1.66 -4.14 0.15 0.090
H 1.67 -2.66 4.32 0.112
H 2.49 -2.28 -5.89 0.068
H -1.68 -1.73 -4.43 0.069
H -4.20 -0.67 4.71 0.112
H 4.15 1.97 -5.30 0.112
H 3.07 4.77 -1.34 0.137
H -4.17 -5.19 2.89 0.075
H 6.54 -2.69 2.61 0.084
H -7.32 2.96 -2.32 0.089
H 3.26 -3.31 -0.19 0.075
H -5.07 -0.45 2.36 0.110
H 4.85 0.82 1.63 0.092
H -2.48 3.34 -3.03 0.089
H 3.03 -0.30 5.09 0.123
H -5.85 -2.43 5.78 0.111
H -5.44 1.48 0.42 0.102
H -1.87 -0.96 -2.78 0.096
H 3.91 -2.17 -4.92 0.055
H -3.30 5.17 -0.41 0.115
```


# 2
A cluster of 16 separate species, C51H66NO50PS in total, computed with the ωB97M-V functional and the def2-TZVPD basis.

## Properties
Kohn-Sham gap   8.90 eV
LUMO energy   0.25 eV
Total charge   0
Total energy   -177951.493 eV
Max |F|   0.0338 hartree/bohr

Structure (XYZ):
```
170
Properties=species:S:1:pos:R:3:lowdin_charge:R:1
S -3.02 0.02 0.78 0.410
P -2.58 -1.21 -0.61 0.105
O 2.02 7.81 -2.58 0.032
O -2.51 -2.72 -0.12 -0.153
O 4.04 8.43 -1.88 0.066
O -0.19 5.90 -4.01 0.062
O 11.25 0.61 -0.60 0.167
O -9.89 -4.36 2.55 0.082
O -9.47 -2.60 1.22 0.134
O -12.45 -5.56 -4.36 0.066
O -1.47 -1.63 7.81 0.063
O -0.94 -1.16 5.67 0.165
O 10.29 2.22 0.65 0.036
O 1.19 4.31 -4.81 0.155
O -6.12 -3.14 -1.07 0.084
O 2.31 8.41 -0.44 0.168
O -10.75 -4.29 0.50 0.048
O 2.52 -0.71 -5.23 0.044
O 4.26 3.51 -3.07 0.048
O 13.33 5.12 3.21 0.162
O 0.22 -3.44 3.83 0.088
O 4.18 4.07 -0.90 0.140
O 5.70 -3.13 3.44 0.145
O 2.94 2.37 -1.70 0.049
O 0.67 4.39 -2.62 0.049
O 1.91 -4.92 3.72 0.079
O -4.64 -3.59 -2.69 0.127
O 2.10 -3.12 5.00 0.084
O 12.12 1.19 1.40 0.073
O 11.70 6.06 1.98 0.045
O -13.03 -0.24 -3.11 0.158
O 8.25 0.35 -1.96 0.061
O -0.89 1.07 -1.67 0.199
O 5.44 -3.31 1.22 0.062
O 6.75 -1.00 -2.95 0.152
O 3.44 0.61 -6.81 0.169
O -13.15 -1.21 -1.08 0.064
O 12.13 6.84 4.01 0.067
O -2.96 -0.64 6.49 0.068
O -10.84 -4.23 -3.60 0.037
O -6.78 -3.14 -3.19 0.076
O -12.33 -5.13 -2.16 0.167
O 7.36 -2.57 2.03 0.072
O -11.80 0.53 -1.38 0.058
O -3.42 -2.81 2.93 0.024
O -1.08 -1.13 -1.23 -0.075
O -3.59 -1.22 -1.81 -0.153
O -5.45 -2.94 3.89 0.155
O 1.62 -0.64 -7.26 0.064
O 6.87 1.19 -3.48 0.045
O 0.83 -0.13 -0.88 0.077
O -3.62 -3.69 4.96 0.050
N 1.10 0.63 3.24 0.085
C 12.47 5.93 3.08 -0.572
C 2.75 8.24 -1.52 -0.573
C -2.07 -2.97 3.43 -0.141
C 2.60 1.93 -3.03 -0.101
C -12.70 -0.30 -1.97 -0.577
C -1.71 -1.14 6.57 -0.561
C 0.61 -0.86 1.42 0.017
C 7.51 2.32 -2.88 -0.096
C 0.72 -0.56 2.77 -0.114
C 11.89 2.29 2.29 -0.100
C 7.25 0.08 -2.82 -0.573
C -5.75 -3.31 -2.34 -0.575
C 1.39 1.56 2.33 -0.125
C 3.30 -4.86 4.12 -0.097
C 0.96 -1.71 -6.58 -0.111
C 0.93 0.13 0.50 -0.226
C -7.98 -3.04 -2.40 -0.102
C -0.87 6.09 -2.75 -0.096
C -10.83 -5.45 2.47 -0.099
C -2.55 -1.24 8.67 -0.113
C -9.99 -3.65 1.41 -0.581
C 1.34 1.36 0.96 0.025
C -11.82 0.31 0.03 -0.107
C 7.59 -2.77 0.63 -0.095
C -10.51 -4.50 -4.96 -0.114
C 1.31 -3.80 4.17 -0.526
C -11.01 -5.62 0.97 -0.104
C 3.80 2.37 -3.83 -0.093
C 11.23 7.78 3.42 -0.108
C 0.05 5.37 -1.78 -0.087
C 10.64 6.98 2.28 -0.111
C 0.60 4.82 -3.90 -0.578
C -2.27 -3.96 4.56 -0.110
C -7.45 -2.58 -1.06 -0.080
C 6.17 -2.82 0.08 -0.098
C 2.82 7.93 -3.77 -0.098
C 4.23 7.89 -3.20 -0.100
C 6.13 -3.01 2.33 -0.572
C -0.44 0.06 -1.30 -0.648
C 3.82 3.38 -1.80 -0.591
C 8.71 1.69 -2.22 -0.109
C -12.35 -1.11 0.11 -0.108
C -11.92 -4.99 -3.26 -0.563
C -4.28 -3.13 3.91 -0.575
C 1.27 -1.41 -5.13 -0.111
C 2.61 -0.17 -6.47 -0.564
C 11.23 1.27 0.39 -0.566
C -3.67 -1.01 7.68 -0.109
C 3.24 -3.93 5.31 -0.099
C -11.83 -4.99 -5.52 -0.107
C 10.44 2.64 2.02 -0.102
H -1.58 -3.80 5.38 0.120
H 1.60 2.14 0.26 0.106
H 11.80 8.65 3.07 0.134
H 7.76 3.06 -3.63 0.137
H 8.12 -3.72 0.50 0.134
H -10.42 -6.33 2.96 0.133
H 1.40 -2.66 -6.91 0.133
H 4.13 -3.32 5.41 0.122
H -11.56 -1.85 0.06 0.104
H 5.79 -1.83 -0.18 0.131
H -12.49 1.03 0.50 0.131
H -7.38 -1.50 -0.98 0.146
H -2.26 -0.33 9.20 0.131
H 12.57 3.11 2.03 0.115
H 3.05 -4.46 6.25 0.133
H -8.07 -2.96 -0.25 0.099
H 3.55 2.65 -4.85 0.128
H 1.68 2.42 -3.33 0.104
H 4.58 1.62 -3.84 0.118
H -11.75 -5.15 2.97 0.133
H -12.01 -5.93 0.68 0.132
H -1.71 -2.01 3.78 0.104
H 9.75 2.06 2.63 0.136
H 2.45 0.85 -3.05 0.121
H -8.67 -2.33 -2.85 0.135
H 4.93 8.50 -3.75 0.131
H 8.18 -1.97 0.22 0.128
H 2.61 7.12 -4.45 0.131
H -4.36 -0.22 7.97 0.132
H -9.73 -5.26 -4.99 0.134
H -10.83 0.42 0.45 0.133
H -12.45 -4.18 -5.89 0.136
H -8.45 -4.02 -2.35 0.127
H 0.54 -0.75 -4.67 0.131
H 6.06 -3.49 -0.76 0.135
H 0.84 6.02 -1.39 0.116
H 6.82 2.76 -2.15 0.127
H -1.40 -3.34 2.65 0.116
H 3.87 -4.44 3.30 0.102
H 10.23 3.69 2.12 0.117
H -10.14 -3.60 -5.44 0.135
H 10.40 7.58 1.40 0.134
H -10.27 -6.29 0.53 0.136
H -2.20 -5.00 4.22 0.137
H -0.48 4.91 -0.95 0.139
H 0.27 -1.83 1.11 0.119
H -0.10 -1.71 -6.80 0.133
H 12.08 1.99 3.32 0.138
H 9.76 6.41 2.58 0.130
H 9.58 1.63 -2.88 0.137
H -0.98 7.15 -2.54 0.133
H 4.61 6.88 -3.11 0.132
H -2.76 -2.03 9.39 0.130
H -3.09 -2.76 0.66 0.054
H -3.60 -2.08 -2.29 0.058
H 1.39 -2.30 -4.51 0.135
H 10.49 8.11 4.15 0.134
H -4.24 -1.92 7.47 0.132
H -1.85 5.62 -2.81 0.133
H 2.59 8.88 -4.25 0.134
H -11.71 -5.74 -6.30 0.132
H 3.66 -5.85 4.36 0.136
H 0.50 -1.35 3.48 0.074
H -12.96 -1.29 0.99 0.136
H 1.69 2.53 2.70 0.105
H 9.01 2.18 -1.30 0.110
```


# 3
A structure of composition C32H25ClF9N8O2PSm, computed with the ωB97M-V functional and the def2-TZVPD basis.

## Properties
Kohn-Sham gap (alpha / beta)   7.08 / 7.10 eV
Multiplicity   6
LUMO energy (alpha / beta)   -2.88 / -2.88 eV
Total charge   +1
Expectation value of S²   8.76
Total energy   -113779.662 eV
Max |F|   0.0205 hartree/bohr

Structure (XYZ):
```
79
Properties=species:S:1:pos:R:3:lowdin_charge:R:1
Sm -0.48 -0.01 -0.69 1.677
Cl 2.43 4.23 -5.86 0.678
P 1.19 -3.08 1.06 1.199
F 3.84 1.86 0.58 0.179
F 0.79 1.26 3.14 0.163
F 0.55 3.39 2.87 0.195
F 2.92 0.38 1.87 0.141
F 0.41 4.10 0.27 0.155
F 3.33 2.37 2.62 0.180
F -0.72 2.01 1.77 0.126
F 2.44 4.35 0.99 0.185
F 2.08 3.38 -0.91 0.180
O -0.32 0.04 -2.82 -0.243
O 1.07 1.20 0.16 -0.270
N -1.48 2.08 -1.36 -0.017
N 0.16 -1.93 3.38 -0.116
N -0.76 -2.56 -0.92 -0.036
N 3.57 -2.03 0.01 -0.121
N -2.99 0.22 -0.18 0.017
N 1.76 -1.18 -0.94 -0.026
N -0.81 -1.14 1.57 -0.034
N -0.37 -4.71 -0.62 -0.121
C -1.29 -4.61 -1.63 -0.037
C -3.80 -0.72 0.27 -0.132
C 1.62 3.02 -4.93 -0.671
C 1.89 1.66 -5.17 -0.080
C -1.52 -3.27 -1.81 -0.105
C -0.07 -3.44 -0.22 -0.452
C -5.33 0.84 1.21 0.013
C 4.42 -2.77 0.92 -0.018
C 3.99 -1.19 -0.98 -0.031
C 2.93 1.69 1.54 -0.529
C 1.52 2.12 1.02 -0.297
C 0.30 1.00 -3.44 -0.361
C -0.93 2.84 -2.25 -0.053
C -2.74 3.85 -0.17 -0.001
C -2.50 2.54 -0.52 -0.215
C 1.24 0.69 -4.46 -0.017
C 0.04 2.38 -3.20 -0.136
C -0.88 -1.16 3.80 -0.039
C 0.18 -5.94 -0.10 -0.022
C 2.21 -1.99 0.01 -0.465
C -3.84 4.19 0.64 -0.045
C -4.71 3.24 1.08 -0.019
C 0.70 3.36 -3.97 -0.060
C 1.13 -2.58 4.25 -0.014
C -1.47 -0.67 2.67 -0.126
C 0.54 2.22 2.23 -0.515
C -5.00 -0.46 0.95 -0.034
C -3.34 1.52 0.02 -0.162
C 1.63 3.51 0.34 -0.530
C -4.48 1.88 0.78 -0.145
C 2.86 -0.67 -1.55 -0.091
C 0.18 -1.90 2.02 -0.444
H -6.23 1.09 1.75 0.127
H -0.32 -6.78 -0.57 0.096
H 2.61 1.40 -5.94 0.112
H -2.16 -2.79 -2.52 0.118
H 2.78 0.04 -2.36 0.108
H 5.44 -2.73 0.57 0.098
H 4.11 -3.81 0.96 0.080
H 5.03 -1.02 -1.19 0.132
H -2.33 -0.02 2.59 0.109
H -3.99 5.23 0.90 0.116
H -2.07 4.63 -0.50 0.113
H 2.07 -2.02 4.25 0.098
H 1.42 -0.36 -4.66 0.124
H -1.69 -5.48 -2.12 0.128
H 0.03 -6.01 0.98 0.089
H -1.10 -1.00 4.84 0.133
H 4.37 -2.34 1.92 0.093
H 0.49 4.41 -3.79 0.121
H -5.58 3.51 1.67 0.120
H -1.21 3.89 -2.34 0.140
H 1.32 -3.59 3.91 0.074
H 0.74 -2.61 5.26 0.098
H -3.48 -1.75 0.10 0.110
H 1.25 -6.01 -0.30 0.093
H -5.62 -1.28 1.27 0.113
```


# 4
A cluster of 3 separate species, C23H53IO12P3 in total, computed with the ωB97M-V functional and the def2-TZVPD basis.

## Properties
Kohn-Sham gap   4.63 eV
LUMO energy   0.14 eV
Total charge   -1
Total energy   -85247.553 eV
Max |F|   0.1784 hartree/bohr

Structure (XYZ):
```
92
Properties=species:S:1:pos:R:3:lowdin_charge:R:1
I -0.34 -0.97 4.18 0.763
P 1.44 -3.84 4.08 0.529
P -4.51 2.12 0.28 0.607
P 2.01 3.86 -4.36 0.669
O 0.43 -2.38 -0.79 -0.054
O 1.98 3.50 -5.99 -0.220
O -4.83 0.89 1.08 -0.233
O 2.86 -4.46 3.21 -0.347
O 0.88 -3.92 -2.28 0.115
O 2.58 5.25 -4.51 -0.239
O 1.56 -5.16 5.23 -0.374
O 1.41 2.32 -4.10 -0.197
O -4.56 3.35 -0.83 -0.193
O -4.78 3.27 1.41 -0.217
O -2.86 2.10 0.27 -0.198
O 0.44 4.30 -4.16 -0.225
C 0.20 -2.69 0.62 -0.184
C 3.49 1.19 -3.48 -0.079
C 0.44 -2.66 6.59 -0.366
C -4.17 3.11 -2.18 -0.288
C 3.08 3.81 -6.84 -0.298
C 1.28 -3.28 -1.36 -0.559
C 2.91 -5.48 5.49 -0.244
C -2.13 0.88 0.12 -0.279
C 0.28 -5.02 3.12 -0.259
C 1.33 -1.40 6.82 -0.228
C -0.46 -4.07 0.81 -0.172
C 0.09 5.58 -3.62 -0.294
C -0.85 -4.34 2.30 -0.245
C -1.68 0.68 -1.31 -0.064
C 3.97 2.61 -7.06 -0.084
C 3.73 -4.91 4.22 -0.305
C 2.24 1.18 -4.32 -0.281
C 0.06 -2.93 5.09 -0.725
C -0.20 6.57 -4.73 -0.078
C -5.60 3.00 2.55 -0.300
C 2.69 -3.52 -0.82 0.021
C -4.75 2.62 3.74 -0.074
C -4.98 2.01 -2.84 -0.084
H 0.14 -4.92 0.45 0.112
H 1.64 0.30 -4.05 0.127
H -6.34 2.23 2.33 0.101
H -0.87 -3.51 5.01 0.037
H 0.92 -5.56 2.40 0.071
H 3.14 -4.30 -1.44 0.084
H -1.09 6.26 -5.28 0.074
H -0.08 -5.80 3.82 0.071
H 4.76 2.84 -7.78 0.076
H -0.37 7.57 -4.32 0.075
H -1.29 -3.44 2.77 0.050
H -5.37 2.32 4.59 0.075
H -1.05 -0.20 -1.41 0.068
H -4.89 1.07 -2.29 0.067
H 2.66 4.13 -7.79 0.117
H -0.52 -2.58 7.13 0.089
H -1.25 0.96 0.76 0.117
H -6.03 2.27 -2.86 0.080
H -4.33 4.04 -2.72 0.120
H 1.93 -1.56 7.74 0.062
H 2.37 -3.14 4.95 0.040
H 3.32 -2.62 -0.86 0.087
H -0.81 5.43 -3.01 0.112
H 0.87 5.94 -2.95 0.104
H 4.45 2.30 -6.13 0.064
H 4.10 2.09 -3.68 0.065
H -6.15 3.92 2.77 0.111
H -3.10 2.91 -2.23 0.100
H 4.34 -5.78 3.92 0.095
H 3.16 -4.89 6.41 0.090
H -4.13 3.47 4.05 0.075
H 0.62 6.61 -5.45 0.070
H 1.36 -2.78 3.10 -0.055
H 2.46 1.08 -5.38 0.096
H -2.55 0.56 -1.97 0.064
H -1.68 -5.08 2.24 0.097
H 0.72 -0.50 7.02 0.033
H 0.99 -3.50 7.04 0.086
H -2.70 0.01 0.45 0.106
H 1.18 -2.63 1.11 0.089
H 3.25 1.20 -2.42 0.085
H -1.12 1.55 -1.67 0.076
H 2.66 -3.89 0.22 0.080
H 4.11 0.31 -3.69 0.085
H 3.67 4.65 -6.45 0.101
H -4.63 1.84 -3.86 0.084
H -1.43 -4.03 0.26 0.117
H -4.06 1.81 3.50 0.075
H 4.36 -4.14 4.69 0.087
H 3.39 1.76 -7.43 0.076
H 2.06 -1.24 6.02 0.033
H 3.04 -6.55 5.72 0.096
H -0.48 -1.93 1.01 0.091
```